1.
Computed, not measured: 15 unconnected molecules or ions with the total composition C45H90O45 at a distorted geometry, with the ωB97M-V functional and the def2-TZVPD basis.

Results
Charge = 0
Molar mass = 1351.17 g mol⁻¹
Relative energy (zero: lowest compared OMol25 entry of this formula, charge and spin) = 433.9 kJ/mol
LUMO = 0.48 eV

Structure (XYZ):
```
180
C45H90O45 the ωB97M-V functional and the def2-TZVPD basis
C -2.17106 -5.77626 -6.05534
O -1.38235 -4.61582 -5.75990
C -1.78498 -3.91217 -4.68851
O -2.69587 -4.18787 -3.96430
O -0.93947 -2.91840 -4.57383
C -1.08650 -2.00101 -3.47894
H -2.39474 -6.34701 -5.15334
H -1.85781 -6.39067 -6.88891
H -3.15897 -5.35948 -6.28143
H -0.45777 -1.14183 -3.68815
H -0.67491 -2.46399 -2.58807
H -2.12844 -1.69895 -3.40699
C -1.13694 -7.01875 -2.31210
O -1.67937 -7.21753 -1.04692
C -1.58312 -6.29499 -0.07971
O -0.89973 -5.31649 -0.08055
O -2.55084 -6.61476 0.78719
C -2.87644 -5.68423 1.81408
H -0.19022 -7.52777 -2.52139
H -1.01574 -5.94754 -2.49636
H -1.75262 -7.39266 -3.13354
H -3.88055 -6.02407 2.07174
H -2.93784 -4.64663 1.48911
H -2.22562 -5.81110 2.67940
C -4.69891 0.77509 -3.71329
O -4.90755 0.18647 -2.42875
C -3.93354 0.12565 -1.53736
O -2.87231 0.70765 -1.66475
O -4.30702 -0.52845 -0.47384
C -3.42818 -0.48183 0.63789
H -4.35933 1.80822 -3.73237
H -5.69552 0.68331 -4.14030
H -4.02691 0.12676 -4.27586
H -4.04221 -0.14832 1.47019
H -2.59470 0.20460 0.51115
H -2.99061 -1.44885 0.88409
C -3.78398 0.21102 4.99767
O -2.53591 0.89753 4.95428
C -1.65280 0.62561 4.02454
O -1.84596 -0.02751 3.02519
O -0.52300 1.26010 4.31372
C 0.61003 0.92695 3.54745
H -3.53579 -0.83548 5.17759
H -4.43838 0.36101 4.14152
H -4.27089 0.61265 5.88350
H 0.74871 -0.13533 3.32777
H 1.48924 1.30216 4.06131
H 0.56141 1.31033 2.52598
C 1.90928 4.45725 2.83101
O 2.56785 4.50922 1.55664
C 3.12039 5.64512 1.17594
O 3.18150 6.67534 1.79689
O 3.64757 5.46045 -0.02737
C 4.30552 6.52369 -0.67030
H 1.43276 5.35727 3.21295
H 2.53674 4.10484 3.65164
H 1.20680 3.66204 2.58854
H 4.68890 6.15219 -1.61734
H 5.12506 6.94247 -0.08557
H 3.58518 7.31607 -0.88996
C 2.44855 6.01158 -2.24246
O 2.08309 4.84879 -2.96469
C 0.85543 4.38815 -2.76872
O 0.04028 4.84141 -1.99156
O 0.72048 3.28385 -3.45129
C -0.47546 2.52077 -3.37234
H 3.35507 6.43154 -2.66497
H 2.68089 5.76307 -1.20034
H 1.62115 6.71299 -2.14102
H -1.31670 3.13740 -3.69188
H -0.72994 2.03404 -2.42974
H -0.37608 1.72743 -4.11116
C -3.28689 4.16510 -1.43351
O -4.29163 4.91368 -2.18129
C -4.22147 4.84396 -3.49585
O -3.30272 4.47418 -4.17829
O -5.41089 5.24516 -3.98710
C -5.56244 5.26231 -5.37302
H -2.40360 4.09852 -2.06572
H -3.67326 3.14604 -1.49785
H -3.14643 4.55041 -0.43367
H -6.55864 4.90878 -5.65584
H -4.98799 4.51183 -5.92575
H -5.37611 6.22639 -5.84489
C 2.22115 0.46768 -2.85901
O 3.08721 -0.41205 -3.58832
C 2.94079 -1.69740 -3.63745
O 2.02808 -2.32631 -3.11963
O 3.92031 -2.23611 -4.35369
C 3.92596 -3.64766 -4.59548
H 2.75098 1.41402 -2.89823
H 2.21922 0.16473 -1.81031
H 1.22713 0.42971 -3.29533
H 4.20717 -4.30187 -3.77434
H 4.50532 -3.73359 -5.50852
H 2.90754 -3.95584 -4.85020
C -2.44355 9.09484 0.86436
O -1.80317 7.83116 0.72998
C -1.65405 7.10768 1.85305
O -1.97732 7.45412 2.95181
O -1.01144 5.97236 1.63745
C -0.38219 5.66308 0.40250
H -3.45278 9.00429 1.25729
H -2.45858 9.51876 -0.13799
H -1.90327 9.84280 1.44587
H 0.30164 4.82848 0.35820
H 0.06163 6.61076 0.07468
H -1.04532 5.57116 -0.46620
C -5.59255 2.32607 1.47209
O -5.14693 3.09861 2.54107
C -3.91169 3.54302 2.65172
O -3.07823 3.56219 1.77532
O -3.78835 4.01299 3.89452
C -2.47650 4.33476 4.37033
H -5.48962 1.24153 1.53431
H -5.08527 2.58934 0.53869
H -6.65446 2.50139 1.30519
H -2.40827 3.87502 5.35729
H -2.44778 5.40678 4.56371
H -1.70963 3.96955 3.69449
C 2.62756 -3.73495 7.22561
O 1.33420 -3.91621 6.66107
C 1.02186 -3.19798 5.57037
O 1.67325 -2.32683 5.08262
O -0.10438 -3.75802 5.10613
C -0.87010 -2.96663 4.21439
H 2.60521 -2.80797 7.79619
H 3.40163 -3.79921 6.46146
H 2.85501 -4.54656 7.91505
H -0.25394 -2.32742 3.58108
H -1.70938 -2.49442 4.71692
H -1.24131 -3.64315 3.43897
C 3.93578 0.38138 2.41836
O 4.99936 1.08612 1.79403
C 5.21029 0.89424 0.47649
O 4.77451 0.00498 -0.19366
O 6.07142 1.82995 0.11687
C 6.37003 2.12543 -1.22157
H 3.76178 0.85392 3.38272
H 4.17985 -0.66412 2.61085
H 3.02652 0.45039 1.82000
H 6.75320 3.13928 -1.26734
H 5.48841 2.07551 -1.86833
H 7.06506 1.43106 -1.69676
C 0.01660 -2.27969 0.09104
O -0.35420 -1.01024 -0.46005
C 0.23855 0.09197 -0.05752
O 1.24308 0.16272 0.61738
O -0.41428 1.09663 -0.63885
C -0.28937 2.43194 -0.15041
H -0.44262 -2.42611 1.06814
H 1.10027 -2.25101 0.22219
H -0.23744 -3.08606 -0.58532
H -0.70862 2.45765 0.85823
H -0.93849 3.05399 -0.76081
H 0.73196 2.81204 -0.14095
C 2.22287 -5.42248 -1.74920
O 3.29479 -5.81663 -0.92053
C 4.34291 -6.46095 -1.40868
O 4.44753 -6.75410 -2.57740
O 5.04915 -6.96285 -0.39645
C 6.19052 -7.69866 -0.79516
H 1.78508 -4.49786 -1.38084
H 1.45737 -6.19624 -1.78437
H 2.63539 -5.20636 -2.73286
H 6.89476 -7.69209 0.04151
H 6.78158 -7.24628 -1.58951
H 5.97320 -8.75223 -0.96291
C 0.32894 -7.30945 3.39649
O 0.59568 -5.96153 3.09642
C 1.69582 -5.60496 2.48013
O 2.56163 -6.33557 2.08639
O 1.68844 -4.26406 2.37327
C 2.87193 -3.64903 1.92755
H 0.62814 -7.98491 2.59186
H -0.71514 -7.47374 3.63940
H 0.94454 -7.66464 4.22659
H 2.72930 -2.57074 1.84974
H 3.05733 -3.91797 0.88081
H 3.73750 -3.88810 2.54326
```

***

2.
Computed, not measured: a molecular structure, C3H8O at a distorted geometry, with the ωB97M-V functional and the def2-TZVPD basis.

Results
Charge = 0
Molar mass = 60.10 g mol⁻¹
Relative energy (zero: lowest compared OMol25 entry of this formula, charge and spin) = 362.5 kJ/mol
LUMO = 0.48 eV

Structure (XYZ):
```
12
C3H8O the ωB97M-V functional and the def2-TZVPD basis
C -1.82589 0.07180 -0.59664
O 0.13730 -0.88491 0.39142
C -1.02316 -0.29599 0.49878
C 2.28426 0.78848 -0.19753
H -1.74257 -0.39638 -1.59835
H -2.77138 0.64159 -0.34357
H -0.85552 0.79543 -0.06319
H -1.47738 -0.26993 1.49049
H 1.61515 1.58987 0.03768
H 2.69547 0.28609 0.75134
H 3.21785 1.05911 -0.88781
H 1.60873 -0.01219 -0.74558
```

***

3.
Computed, not measured: 2 unconnected molecules or ions with the total composition C7H21N2OP, with the ωB97M-V functional and the def2-TZVPD basis.

Results
Charge = 0
Molar mass = 180.23 g mol⁻¹
Relative energy (zero: lowest compared OMol25 entry of this formula, charge and spin) = 0.0 kJ/mol
Structure (SMILES) = COC[C@@H](C)N.CCNPC
LUMO = 0.80 eV

Structure (XYZ):
```
32
C7H21N2OP the ωB97M-V functional and the def2-TZVPD basis
C 0.91200 -3.33198 0.95207
C 0.01169 -2.45905 0.09482
N -1.32047 -2.31218 0.70234
P -2.62983 -3.13887 -0.02902
C -3.88936 -2.90300 1.28558
H 1.07061 -2.86796 1.92714
H 0.44939 -4.30403 1.13326
H 1.88155 -3.50349 0.48120
H 0.44893 -1.46736 -0.02627
H -0.06784 -2.87957 -0.91322
H -1.52767 -1.34182 0.89499
H -3.17672 -2.15302 -0.90876
H -4.86746 -3.21044 0.91495
H -3.62623 -3.53032 2.13666
H -3.95611 -1.86779 1.62622
C 1.03665 4.01773 -0.33154
C 1.00720 3.05688 -1.51437
C 0.50584 1.65028 -1.17388
O 1.39794 0.86440 -0.40546
C 1.36194 1.08146 0.98891
N 2.31444 3.06060 -2.16569
H 1.88653 3.80753 0.31900
H 1.14779 5.03952 -0.69082
H 0.12448 3.95096 0.26387
H 0.28676 3.44501 -2.24376
H 0.37484 1.09961 -2.10809
H -0.46984 1.70805 -0.67050
H 0.34489 1.31339 1.32532
H 2.02313 1.89215 1.30268
H 1.68956 0.15778 1.46582
H 2.27499 2.56428 -3.04828
H 2.98040 2.56123 -1.58515
```